Record 1
{
  "formula": "C4H7Cl",
  "method": "ωB97M-V with the def2-TZVPD basis set",
  "lumo_energy_ev": 0.72,
  "relative_energy_kj_mol": 449.95,
  "homo_energy_ev": -9.20,
  "homo_lumo_gap_ev": 9.92,
  "species": ["C", "C", "C", "C", "H", "H", "H", "H", "H", "H", "H", "Cl"],
  "coordinates": [[-0.212, 1.518, -0.023], [0.177, -0.025, 0.092], [-1.196, -1.012, 0.050], [1.380, -0.596, -0.091], [-1.209, 1.567, -0.687], [-0.193, 1.858, 1.155], [0.544, 2.240, -0.370], [-0.610, -1.928, -0.793], [-1.437, -1.513, 1.350], [-2.104, -0.325, -0.552], [1.782, -1.763, -0.166], [3.077, -0.023, 0.037]],
  "atomic_forces_ev_per_a": [[-0.2, -0.8, 2.4], [-1.6, 0.2, -1.6], [2.5, -0.5, -0.7], [1.7, -3.3, 0.6], [2.2, 0.3, 2.1], [-1.3, -0.6, -2.8], [-0.1, -0.9, -0.5], [-2.8, 2.4, 2.9], [0.5, 1.7, -4.6], [2.6, -2.6, 2.2], [-2.8, 2.8, 0.2], [-0.9, 1.3, -0.2]]
}

Record 2
{
  "formula": "C4H7Cl2N",
  "method": "ωB97M-V with the def2-TZVPD basis set",
  "lumo_energy_ev": 0.58,
  "relative_energy_kj_mol": 139.93,
  "homo_energy_ev": -10.10,
  "homo_lumo_gap_ev": 10.69,
  "species": ["H", "N", "C", "Cl", "H", "C", "C", "C", "Cl", "H", "H", "H", "H", "H"],
  "coordinates": [[0.864, 3.114, 0.673], [0.089, 2.696, 1.156], [-0.736, 2.289, 0.307], [-0.337, 1.991, -1.486], [-1.658, 1.954, 0.530], [-1.062, -1.424, 0.550], [0.101, -0.905, 0.205], [0.944, -1.438, -0.847], [2.548, -1.899, -0.031], [-1.735, -1.122, 1.362], [-1.288, -2.355, -0.066], [0.441, 0.082, 0.469], [1.233, -0.668, -1.532], [0.597, -2.316, -1.292]],
  "atomic_forces_ev_per_a": [[1.1, -0.1, 0.0], [-1.4, 0.4, -0.9], [3.8, 0.6, -1.0], [-0.4, 0.6, 1.3], [-3.1, -1.3, 0.5], [-0.3, -2.0, -0.7], [-0.7, 1.4, 0.0], [1.8, 0.3, 1.0], [-0.4, 0.0, -0.4], [0.4, 0.1, -0.6], [-0.2, 1.0, 1.3], [0.1, 0.0, 1.0], [0.0, 0.2, -0.6], [-0.6, -1.2, -0.8]]
}

Record 3
{
  "formula": "C4H7Cl4NO",
  "method": "ωB97M-V with the def2-TZVPD basis set",
  "lumo_energy_ev": [2.85, 2.83],
  "total_charge": -1,
  "homo_energy_ev": [-0.20, -5.77],
  "spin_multiplicity": 2,
  "s2": 0.753,
  "homo_lumo_gap_ev": [3.04, 8.60],
  "species": ["C", "O", "N", "C", "C", "H", "H", "H", "H", "H", "H", "H", "C", "Cl", "Cl", "Cl", "Cl"],
  "coordinates": [[13.109, 7.746, -18.651], [12.684, 8.716, -18.129], [13.253, 6.600, -17.935], [13.953, 5.536, -18.565], [12.895, 6.500, -16.496], [13.417, 7.635, -19.702], [14.772, 5.117, -17.980], [14.511, 5.829, -19.455], [13.215, 4.753, -18.737], [13.228, 7.399, -15.978], [11.836, 6.436, -16.244], [13.323, 5.675, -15.927], [9.473, 9.784, -14.153], [10.005, 10.836, -15.493], [9.933, 10.408, -12.595], [7.724, 9.705, -14.158], [10.095, 8.031, -14.394]],
  "atomic_forces_ev_per_a": [[0.3, -1.8, 1.0], [-1.0, 2.9, 0.1], [0.6, -0.5, 0.5], [0.2, -1.3, 0.2], [0.0, 0.9, 0.2], [0.1, 0.1, -0.1], [-0.2, 0.0, 0.6], [-0.7, 0.2, -0.4], [0.4, -0.5, -0.5], [0.0, 0.2, -0.2], [-0.3, 0.2, -0.7], [0.5, -0.3, -0.8], [-0.7, 1.1, -0.3], [0.4, 1.0, -0.8], [0.8, 1.0, 1.7], [-1.9, 0.1, -0.2], [1.3, -3.2, -0.4]]
}

Record 4
{
  "formula": "C4H7ClFNO",
  "method": "ωB97M-V with the def2-TZVPD basis set",
  "lumo_energy_ev": 0.73,
  "relative_energy_kj_mol": 34.91,
  "homo_energy_ev": -9.78,
  "homo_lumo_gap_ev": 10.51,
  "species": ["N", "C", "C", "F", "C", "O", "C", "Cl", "H", "H", "H", "H", "H", "H", "H"],
  "coordinates": [[-0.455, -1.281, 0.817], [-0.820, -0.379, -0.223], [0.335, -0.224, -1.207], [-0.017, 0.221, -2.483], [0.910, 0.883, -0.296], [1.911, 0.377, 0.519], [-0.493, 1.050, 0.324], [-0.608, 1.220, 2.081], [-0.773, -2.266, 0.623], [-0.837, -1.032, 1.781], [-1.864, -0.564, -0.546], [1.005, -1.124, -1.273], [1.277, 1.769, -0.866], [1.520, -0.435, 0.959], [-1.091, 1.783, -0.208]],
  "atomic_forces_ev_per_a": [[-0.3, -2.7, 1.9], [-1.9, 0.6, 0.8], [0.8, -0.7, -0.5], [0.0, -0.2, 0.7], [0.6, 0.8, -1.2], [-0.3, -0.9, 0.9], [-0.2, -0.9, -0.3], [-0.1, 0.7, -0.1], [0.6, 1.4, 0.2], [0.5, -0.3, -2.0], [0.5, 0.4, -0.5], [-0.6, 0.8, -0.2], [-0.1, -0.6, 0.6], [0.5, 1.1, -0.5], [0.1, 0.3, 0.3]]
}

Record 5
{
  "formula": "C4H7ClN2",
  "method": "ωB97M-V with the def2-TZVPD basis set",
  "lumo_energy_ev": 0.83,
  "relative_energy_kj_mol": 573.61,
  "homo_energy_ev": -9.00,
  "homo_lumo_gap_ev": 9.82,
  "species": ["C", "C", "C", "C", "H", "H", "H", "H", "H", "H", "H", "N", "N", "Cl"],
  "coordinates": [[-1.508, -0.184, 0.115], [-0.513, -0.777, 1.040], [0.623, -0.144, 1.119], [1.180, 0.918, 0.230], [-0.751, 0.458, -0.692], [-2.301, 0.596, 0.903], [-2.333, -1.260, -0.189], [-0.652, -1.616, 1.677], [1.536, 1.713, 0.709], [0.251, -0.704, -1.399], [0.953, 0.166, -2.810], [1.172, 0.940, -1.056], [0.470, 0.188, -1.873], [1.872, -0.295, 2.227]],
  "atomic_forces_ev_per_a": [[-2.9, 0.0, 0.8], [-0.4, 0.1, -0.1], [1.6, 1.8, -1.4], [-3.3, -3.4, -3.3], [-4.4, -1.7, 2.0], [2.4, -2.3, -2.8], [2.5, 3.8, 0.1], [-0.6, -0.5, 0.5], [2.1, 3.1, 1.6], [0.2, -0.3, -1.3], [-1.0, -0.4, 1.5], [1.7, 3.2, 1.3], [0.9, -2.1, -1.1], [1.2, -1.4, 2.2]]
}

Record 6
{
  "formula": "C4H7ClN2",
  "method": "ωB97M-V with the def2-TZVPD basis set",
  "lumo_energy_ev": 0.90,
  "relative_energy_kj_mol": 236.94,
  "homo_energy_ev": -9.55,
  "homo_lumo_gap_ev": 10.45,
  "species": ["C", "C", "N", "C", "C", "Cl", "N", "H", "H", "H", "H", "H", "H", "H"],
  "coordinates": [[-1.539, 0.781, -0.749], [-0.822, -0.094, 0.271], [-0.300, -1.257, -0.404], [0.924, -1.367, -0.171], [1.586, -0.298, 0.522], [2.782, 0.554, -0.385], [0.253, 0.525, 1.042], [-0.796, 1.355, -1.222], [-2.516, 1.286, -0.235], [-1.983, 0.083, -1.509], [-1.444, -0.282, 1.119], [1.385, -2.231, -0.677], [2.073, -0.576, 1.596], [0.396, 1.521, 0.801]],
  "atomic_forces_ev_per_a": [[-3.5, -1.2, 1.2], [-0.2, 1.0, 0.1], [-1.4, -0.2, 0.9], [0.3, -2.1, -2.1], [-1.1, 1.6, 6.1], [0.5, 0.5, -0.7], [3.8, -0.1, -1.7], [0.4, 1.5, -0.7], [2.8, -0.5, -1.4], [0.4, 0.7, 0.6], [-1.3, -1.3, -0.1], [0.5, 0.6, 0.5], [-0.9, 0.3, -2.8], [-0.1, -0.7, 0.1]]
}

Record 7
{
  "formula": "C4H7ClN2",
  "method": "ωB97M-V with the def2-TZVPD basis set",
  "lumo_energy_ev": [-0.66, -0.53],
  "relative_energy_kj_mol": 589.33,
  "homo_energy_ev": [-9.76, -7.99],
  "homo_lumo_gap_ev": [9.10, 7.46],
  "species": ["C", "C", "C", "C", "N", "N", "Cl", "H", "H", "H", "H", "H", "H", "H"],
  "coordinates": [[-0.664, 1.578, -0.008], [-1.320, 0.336, -0.305], [-0.405, -0.893, -0.706], [0.643, -1.211, 0.388], [-0.237, 2.654, 0.271], [1.604, -0.208, 0.336], [1.569, 3.156, 0.820], [-1.953, 0.112, 0.468], [-1.965, 0.510, -1.306], [-1.076, -1.691, -0.770], [0.114, -0.486, -1.640], [0.359, -1.470, 1.431], [1.028, -2.030, -0.186], [2.301, -0.357, 1.209]],
  "atomic_forces_ev_per_a": [[1.5, 3.3, 0.9], [0.3, -0.2, -4.7], [0.2, 3.7, 1.3], [-0.8, 0.3, -1.1], [-3.1, -3.4, -1.4], [3.2, 0.5, 2.6], [2.0, 0.5, 0.6], [-1.7, -0.6, 1.9], [1.1, -0.1, 2.4], [-0.8, -1.4, -0.9], [-0.5, -1.5, 1.1], [-0.5, -0.2, -0.9], [1.1, -1.5, 0.5], [-1.9, 0.6, -2.4]]
}

Record 8
{
  "formula": "C4H7ClN2",
  "method": "ωB97M-V with the def2-TZVPD basis set",
  "lumo_energy_ev": -0.08,
  "relative_energy_kj_mol": 207.85,
  "homo_energy_ev": -10.27,
  "homo_lumo_gap_ev": 10.20,
  "species": ["C", "C", "C", "N", "C", "N", "H", "H", "H", "H", "H", "H", "Cl", "H"],
  "coordinates": [[-0.423, 1.175, -0.605], [0.418, 0.179, 0.198], [1.913, 0.253, 0.252], [-0.072, -0.700, 0.977], [-1.300, -0.855, 1.233], [-2.333, -1.211, 1.636], [-1.532, 1.124, -0.149], [0.116, 2.136, -0.574], [-0.209, 0.898, -1.667], [2.340, 1.319, 0.162], [2.378, -0.295, -0.657], [2.400, -0.138, 1.156], [-2.105, -1.866, -1.583], [-1.590, -2.021, -0.378]],
  "atomic_forces_ev_per_a": [[0.1, -1.0, 0.8], [0.3, 1.0, 0.5], [2.3, 1.1, -2.0], [3.4, 0.5, -0.5], [-4.1, -1.2, 1.8], [0.3, 0.5, -0.4], [2.5, 0.4, -1.8], [-0.7, 0.0, 0.5], [-1.2, -0.1, 0.5], [-1.0, -1.4, -0.1], [-0.8, 0.7, 1.4], [-0.8, -0.3, -0.3], [0.5, -0.2, 0.5], [-0.7, -0.1, -1.1]]
}

Record 9
{
  "formula": "C4H7ClN2O",
  "method": "ωB97M-V with the def2-TZVPD basis set",
  "lumo_energy_ev": 0.66,
  "relative_energy_kj_mol": 67.67,
  "homo_energy_ev": -9.56,
  "homo_lumo_gap_ev": 10.23,
  "species": ["H", "N", "C", "N", "C", "Cl", "C", "C", "O", "H", "H", "H", "H", "H", "H"],
  "coordinates": [[0.139, 1.131, -1.585], [-0.565, 1.576, -1.012], [-1.146, 0.725, -0.257], [-2.227, 1.095, 0.497], [-0.759, -0.724, -0.130], [-2.053, -1.858, -0.390], [0.472, -1.160, 0.156], [1.679, -0.308, 0.459], [2.760, -0.639, -0.386], [-2.499, 0.534, 1.313], [-2.453, 2.080, 0.509], [0.632, -2.246, 0.195], [2.048, -0.563, 1.490], [1.427, 0.753, 0.426], [2.544, -0.397, -1.285]],
  "atomic_forces_ev_per_a": [[0.1, -0.1, -0.1], [-0.2, -0.2, 0.2], [-0.1, 0.1, 0.0], [-0.2, -0.4, 0.7], [0.7, 0.2, 0.0], [0.0, 0.0, 0.0], [-0.4, -0.3, 0.0], [-0.1, -0.4, 1.0], [0.3, -0.1, 0.1], [0.3, 0.5, -0.8], [0.1, -0.2, 0.0], [0.0, 0.5, 0.0], [-0.4, 0.3, -0.8], [0.1, 0.0, 0.0], [-0.1, 0.1, -0.3]]
}

Number 1: strongest force on any atom 0.0964 Eh/bohr, DFT total energy -16778.7081 eV. Number 2: strongest force on any atom 0.0774 Eh/bohr, DFT total energy -30794.7209 eV. Number 3: strongest force on any atom 0.0679 Eh/bohr, DFT total energy -57887.7857 eV. Number 4: strongest force on any atom 0.0641 Eh/bohr, DFT total energy -23037.9675 eV. Number 5: strongest force on any atom 0.1122 Eh/bohr, DFT total energy -19758.7880 eV. Number 6: strongest force on any atom 0.1247 Eh/bohr, DFT total energy -19762.2773 eV. Number 7: strongest force on any atom 0.0934 Eh/bohr, DFT total energy -19758.6250 eV. Number 8: strongest force on any atom 0.0900 Eh/bohr, DFT total energy -19762.5788 eV. Number 9: strongest force on any atom 0.0207 Eh/bohr, DFT total energy -21810.9376 eV.